Record 1
28
Properties=species:S:1:pos:R:3:lowdin_charge:R:1 method="wB97M-V/def2-TZVPD" largest_force_ha_per_bohr=0.06455 orbital_gap_ev=8.5588 total_energy_ha=-516.5437 homo_ev=-11.99 relative_energy_kcal_mol=51.54 total_charge=+1 lumo_energy_ev=-3.43
C 0.78452 -3.26959 0.87640 -0.06
C 1.71277 -1.39960 -0.63540 -0.40
N 1.45917 -2.71018 -0.31760 0.03
N 2.49329 -1.23664 -1.70357 0.19
N 1.46390 -0.54530 0.37168 0.24
H 1.08343 -3.33948 -1.02364 0.15
H 3.20489 -1.96749 -1.81033 0.14
H 3.03034 -0.39883 -1.98742 0.15
H 0.54584 -0.50253 0.79949 0.12
H 1.88306 0.36483 0.38284 0.13
H 1.29371 -4.26224 0.94333 0.11
H -0.27167 -3.54735 0.82865 0.09
H 0.75684 -2.75003 1.83794 0.09
C -0.62973 2.20678 2.34300 -0.07
C -1.56722 0.67308 -1.37856 -0.13
C -0.85447 1.85165 -1.44053 -0.09
C -2.31174 0.26766 -0.27369 -0.08
C -0.58738 2.47531 -0.21921 -0.06
C -2.13692 0.99266 0.90446 -0.05
C -1.07598 1.92560 0.95352 -0.33
H -1.64076 0.11159 -2.32432 0.11
H -0.41737 2.22186 -2.36760 0.11
H -2.95612 -0.58414 -0.31151 0.10
H 0.10236 3.32023 -0.15518 0.12
H -2.56576 0.64422 1.85138 0.12
H -1.42422 2.41326 3.06913 0.08
H -0.11950 3.24810 2.38614 0.12
H -0.07144 1.31955 2.71373 0.08

---

Record 2
85
Properties=species:S:1:pos:R:3:lowdin_charge:R:1 method="wB97M-V/def2-TZVPD" largest_force_ha_per_bohr=0.04260 orbital_gap_ev=10.3061 total_energy_ha=-2980.4290 homo_ev=-9.84 total_charge=0 lumo_energy_ev=0.46
C 1.59645 2.44490 0.86453 -0.09
C 1.07013 1.12414 1.44871 -0.22
C 1.08839 -0.07208 0.45901 -0.18
C -0.29473 -0.60556 0.05122 -0.18
C -0.67394 -0.32364 -1.39025 -0.14
C -0.86226 1.13721 -1.68861 -0.19
O -0.61048 1.46629 -3.06551 0.11
C -1.53262 2.39925 -3.40489 -0.51
O -1.39933 3.30294 -4.19538 0.17
O -2.66938 2.13697 -2.68382 0.12
C -2.23406 1.83888 -1.34580 -0.38
C -1.82359 3.06541 -0.57166 -0.06
O -2.84106 4.07725 -0.51830 0.07
C -2.86675 4.78329 0.62996 -0.68
F -1.71540 5.46525 0.82966 0.16
F -3.88577 5.66707 0.57316 0.17
F -3.04876 4.00451 1.72732 0.14
N -3.07817 0.90316 -0.68231 0.08
C -4.28737 1.45960 -0.03977 -0.18
C -4.79061 0.49090 1.03101 -0.24
C -5.62045 -0.64178 0.45385 -0.11
H 2.29484 2.88971 1.55999 0.07
H 2.07821 2.31618 -0.09516 0.07
H 0.82061 3.18876 0.72651 0.05
H 0.06748 1.24414 1.84380 0.09
H 1.70884 0.86789 2.28275 0.08
H 1.65986 0.25353 -0.40307 0.09
H 1.64279 -0.86217 0.94573 0.10
H -0.25457 -1.68282 0.15831 0.10
H -1.04531 -0.25899 0.75087 0.10
H -1.51565 -0.93929 -1.68469 0.11
H 0.15516 -0.65859 -2.00409 0.12
H -0.04383 1.61666 -1.15345 0.13
H -1.50643 2.74068 0.41292 0.14
H -0.95989 3.51025 -1.04659 0.15
H -3.41939 0.30378 -1.42287 0.13
H -4.09904 2.40231 0.43894 0.09
H -5.09151 1.56285 -0.76319 0.12
H -3.94131 0.11807 1.58978 0.10
H -5.42946 1.06765 1.69133 0.10
H -4.99753 -1.35624 -0.07223 0.07
H -6.08980 -1.19433 1.26026 0.07
H -6.41315 -0.27199 -0.18072 0.07
C -1.53043 -4.95373 -6.07762 -0.06
C -2.04366 -5.39879 -4.72577 -0.19
O -0.99961 -5.36147 -3.73153 0.04
C -0.74278 -4.17834 -3.20656 -0.40
O -1.27985 -3.14527 -3.46303 0.17
C 0.35891 -4.31657 -2.14498 -0.55
F 1.37185 -5.06961 -2.57660 0.17
F -0.12734 -4.88559 -1.03915 0.18
F 0.84468 -3.12405 -1.81669 0.15
H -0.66829 -5.55195 -6.37286 0.08
H -2.30994 -5.06515 -6.82977 0.08
H -1.21868 -3.91023 -6.05611 0.08
H -2.36813 -6.43584 -4.76185 0.13
H -2.88815 -4.79578 -4.39593 0.13
C 3.83639 -2.05487 -1.81989 -0.05
C 5.14864 -2.39440 -1.14962 -0.19
O 6.24612 -1.67953 -1.75077 0.04
C 6.40266 -0.42774 -1.35613 -0.41
O 5.73576 0.16149 -0.56278 0.17
C 7.63021 0.18088 -2.05314 -0.56
F 7.63688 -0.10154 -3.35625 0.17
F 8.74980 -0.31156 -1.51477 0.17
F 7.64285 1.49725 -1.91088 0.18
H 3.89782 -2.23764 -2.89345 0.09
H 3.03735 -2.65758 -1.40464 0.06
H 3.58570 -1.00369 -1.67827 0.07
H 5.38352 -3.44821 -1.28013 0.13
H 5.11786 -2.19087 -0.08010 0.13
C -0.79381 2.66847 7.27308 -0.06
C 0.21652 2.92326 6.17604 -0.19
O 1.23859 1.90782 6.15872 0.03
C 0.92178 0.77484 5.55466 -0.41
O -0.12547 0.52892 5.03884 0.17
C 2.12427 -0.18032 5.57240 -0.56
F 2.69133 -0.22159 6.77733 0.17
F 3.04285 0.22925 4.69226 0.17
F 1.74931 -1.40753 5.24344 0.18
H -0.29359 2.58081 8.23772 0.08
H -1.50969 3.48781 7.32122 0.08
H -1.34006 1.74277 7.09708 0.08
H 0.74405 3.85766 6.35172 0.13
H -0.25742 2.98615 5.19756 0.12

---

Record 3
8
Properties=species:S:1:pos:R:3:lowdin_charge:R:1 method="wB97M-V/def2-TZVPD" largest_force_ha_per_bohr=0.06928 orbital_gap_ev="8.8839 / 8.8849" total_energy_ha=-903.8583 homo_ev="-11.76 / -11.76" relative_energy_kcal_mol=35.50 total_charge=0 lumo_energy_ev="-2.88 / -2.88"
C 1.49672 -0.39126 -1.50418 -0.26
C -0.70834 0.61064 0.56578 -0.75
N 1.97196 -0.39076 -2.54852 -0.01
O -0.26376 -1.92962 0.83537 -0.44
F -1.44701 0.53093 -0.50583 0.17
F -0.11403 1.77116 0.77313 0.12
F -1.56969 0.58649 1.65890 0.07
S 0.63415 -0.78758 0.72535 1.10

---

Record 4
85
Properties=species:S:1:pos:R:3:lowdin_charge:R:1 method="wB97M-V/def2-TZVPD" largest_force_ha_per_bohr=0.11773 orbital_gap_ev=7.8884 total_energy_ha=-2957.5319 homo_ev=-7.52 relative_energy_kcal_mol=419.41 total_charge=0 lumo_energy_ev=0.36
C -0.85170 1.78086 -2.09172 -0.17
C -1.50901 2.00173 -3.49334 -0.16
C -1.90396 0.63281 -4.18817 -0.14
S -2.41776 -0.44119 -2.70517 0.80
O -1.69605 -1.74098 -2.57199 -0.42
O -3.83769 -0.42341 -2.47844 -0.32
C -1.75287 0.69376 -1.44170 -0.21
H -0.88893 2.76391 -1.62232 0.10
H 0.19382 1.49249 -2.20049 0.04
H -0.91080 2.43070 -4.29723 0.11
H -2.36126 2.67826 -3.42934 0.11
H -1.09343 0.03267 -4.60168 0.04
H -2.64062 0.62281 -4.99150 0.10
H -1.39895 0.09725 -0.60086 0.02
H -2.70172 1.10456 -1.09669 0.12
C 0.80049 1.88305 2.56778 -0.16
C 0.66011 1.92856 1.03067 -0.19
C -0.67861 2.70994 0.83905 -0.15
S -1.72744 1.70499 1.93299 0.76
O -1.99118 0.58828 1.12455 -0.39
O -2.83140 2.55449 2.47699 -0.34
C -0.47495 1.28499 3.14861 -0.22
H 0.90389 2.86000 3.03999 0.13
H 1.66479 1.28257 2.85158 0.07
H 0.64317 0.92532 0.60488 0.08
H 1.47709 2.50115 0.59161 0.05
H -1.14856 2.66797 -0.14354 0.05
H -0.98296 3.65371 1.29156 0.10
H -0.45454 0.19532 3.16611 -0.04
H -0.79933 1.73191 4.08835 0.14
C -2.90516 -2.32394 0.03682 -0.10
C -1.34866 -1.83581 -0.05657 -0.19
C -0.71450 -1.61462 1.38618 -0.24
S -2.03292 -1.84798 2.66183 0.84
O -2.07444 -0.66679 3.52525 -0.39
O -1.73835 -3.18600 3.31620 -0.33
C -3.40856 -1.73059 1.39149 -0.18
H -2.98868 -3.40925 0.09371 0.11
H -3.48822 -1.82403 -0.73662 0.08
H -1.27721 -0.94814 -0.68509 -0.02
H -0.82676 -2.59581 -0.63804 0.13
H -0.27646 -0.63538 1.57937 0.05
H 0.10451 -2.30272 1.59556 0.11
H -3.66649 -0.67157 1.39837 0.09
H -4.27692 -2.17841 1.87474 0.10
N 2.67219 -1.87640 0.88263 0.05
C 1.49963 -1.30041 1.16421 -0.18
C 0.92569 -0.98695 -0.14752 -0.17
C 1.80219 -1.48763 -1.18355 -0.09
C 2.84746 -2.14943 -0.48464 -0.03
H 3.44592 -2.16403 1.46463 0.16
H 1.29831 -1.04776 2.19476 0.07
H -0.03198 -0.49538 -0.23484 0.06
H 1.66431 -1.45404 -2.25420 0.01
H 3.70327 -2.69054 -0.86040 0.11
N -0.17938 -1.15785 5.23018 0.08
C 0.18131 -0.76232 3.97691 -0.26
C 1.56178 -0.36639 4.01013 -0.09
C 1.93750 -0.53810 5.37479 -0.08
C 0.83064 -0.89095 6.07504 -0.14
H -1.09766 -1.53042 5.42527 0.16
H -0.57312 -0.86173 3.21050 -0.01
H 2.13162 -0.06632 3.14316 0.08
H 2.87195 -0.22971 5.81988 0.09
H 0.58139 -0.97461 7.12254 0.11
N 2.97506 3.27743 -0.60437 0.04
C 3.03227 2.21610 0.26598 -0.17
C 2.42024 1.14823 -0.37006 -0.18
C 1.88724 1.46581 -1.63249 -0.09
C 2.37677 2.80356 -1.79442 -0.05
H 3.26205 4.20527 -0.32718 0.15
H 3.51211 2.25708 1.23267 0.14
H 2.33392 0.13066 -0.01863 0.05
H 1.40199 0.76037 -2.29074 0.07
H 2.26949 3.33400 -2.72905 0.10
N 1.65960 -0.75478 -3.95350 0.01
C 0.59898 -1.43271 -3.37796 -0.19
C -0.28012 -1.86830 -4.37415 -0.12
C 0.42546 -1.64219 -5.58676 -0.09
C 1.57177 -0.84960 -5.35559 -0.07
H 2.44546 -0.35097 -3.46415 0.14
H 0.48249 -1.29117 -2.31364 0.06
H -1.22972 -2.35621 -4.21105 0.10
H 0.07711 -1.98300 -6.55055 0.09
H 2.33401 -0.46606 -6.01761 0.10

---

Record 5
8
Properties=species:S:1:pos:R:3:lowdin_charge:R:1 method="wB97M-V/def2-TZVPD" largest_force_ha_per_bohr=0.06763 orbital_gap_ev=8.0248 total_energy_ha=-415.8221 homo_ev=-3.81 relative_energy_kcal_mol=69.49 total_charge=-1 lumo_energy_ev=4.21
O 1.70282 -0.71625 1.16289 0.02
C 1.64932 -0.03103 0.16273 -0.70
O 2.48710 0.33768 -0.64006 -0.01
C 0.06754 0.08496 -0.18912 -0.25
O -0.75300 0.81985 0.53177 0.01
C -1.77963 -0.15804 0.15485 -0.17
O -0.78772 -0.79320 -0.66256 0.02
H -2.58643 0.45603 -0.52051 0.08

---

Record 6
19
Properties=species:S:1:pos:R:3:lowdin_charge:R:1 method="wB97M-V/def2-TZVPD" largest_force_ha_per_bohr=0.07029 orbital_gap_ev=7.1763 total_energy_ha=-327.5797 homo_ev=-3.00 relative_energy_kcal_mol=73.00 total_charge=-1 lumo_energy_ev=4.18
C -0.58653 1.32384 -1.46906 -0.51
O 0.51089 1.46140 -2.21401 -0.31
C -0.28922 0.81634 0.05570 -0.31
C 0.64989 -0.37780 -0.02233 -0.43
C 1.39035 -0.59356 1.30433 -0.10
C -0.12733 -1.66079 -0.42975 -0.08
N -1.36999 0.46266 1.37686 -0.02
H -1.29326 0.61823 -1.96163 0.08
H -1.17222 2.24650 -1.28868 0.08
H -1.49326 0.50308 0.22858 0.03
H 1.31645 -0.16341 -0.86164 0.11
H 0.63431 -0.88153 2.03077 0.05
H 1.89944 0.32480 1.61461 0.07
H 2.16063 -1.36729 1.17299 0.06
H -0.33711 -1.52948 -1.49374 0.07
H 0.55541 -2.51033 -0.37940 0.06
H -1.03369 -1.76416 0.16364 0.06
H 0.20090 1.70805 0.43542 0.12
H -1.61565 1.38342 1.73733 -0.02